The following is a quantum chemistry calculation of C2H2Cl3NO in the gas phase at a distorted geometry, from the Open Molecules 2025 dataset.

Geometry as XYZ:
```
9
Properties=species:S:1:pos:R:3:forces:R:3:lowdin_charge:R:1
O 0.37544 2.33482 0.60697 -0.947 1.124 -0.274 0.0252
N 0.66696 1.21215 0.77819 1.534 -1.620 0.533 -0.1048
C -0.38403 0.19185 0.47675 -1.363 1.652 0.701 -0.3648
C 0.18940 -0.82683 -0.52541 -1.221 1.204 -0.625 -1.6110
Cl -1.01640 -2.10811 -0.72032 -0.172 0.077 -0.272 0.5870
Cl 1.71433 -1.58825 -0.19437 0.322 0.226 0.490 0.6154
Cl 0.34730 0.21167 -2.00062 0.079 -0.686 -0.286 0.5751
H -1.31050 0.86273 0.11843 1.731 -2.185 0.369 0.1574
H -0.58250 -0.29004 1.46040 0.036 0.207 -0.636 0.1205
```
Positions in Å, forces in eV/Å.

Output
Energy above the lowest of the compared OMol25 structures with the same formula, charge and spin in kcal/mol: 61.8
LUMO level in Eh: -0.0107
HOMO energy in eV: -9.405
Frontier orbital gap in eV: 9.11
Calculated total energy in eV: -43208.2796

=====

The following is a quantum chemistry calculation of a molecular structure, C2H2O2Tm at a distorted geometry, from the Open Molecules 2025 dataset.

Geometry as XYZ:
```
7
Properties=species:S:1:pos:R:3:forces:R:3:lowdin_charge:R:1
H -1.32219 -0.11797 -0.94441 0.593 0.670 -0.110 0.2311
O 0.86039 -1.03787 0.23148 -2.350 1.043 -0.750 -0.2995
C -0.43799 -0.61633 0.16705 2.007 0.459 3.120 -0.2812
C -0.69177 0.75528 -0.11108 3.563 -0.233 -1.005 -0.1618
O 0.36206 1.50400 -0.37899 -2.535 -1.101 0.279 -0.2393
H -1.17937 -1.09176 0.83644 0.093 -0.432 -1.216 0.1493
Tm 2.40887 0.60464 0.19950 -1.371 -0.405 -0.318 1.6013
```
Positions in Å, forces in eV/Å.

Output
<S²>: 2.01
Energy above the lowest of the compared OMol25 structures with the same formula, charge and spin in kcal/mol: 60.7
LUMO level (alpha / beta) in Eh: -0.2054 / -0.2076
HOMO energy (alpha / beta) in eV: -13.399 / -12.678
Frontier orbital gap (alpha / beta) in eV: 7.81 / 7.03
Net charge: +1
Spin multiplicity: 3
Calculated total energy in eV: -35720.1444